The following is a DFT calculation (ωB97M-V/def2-TZVPD) of C4H5NO in the gas phase in a non-equilibrium geometry.

The geometry in XYZ format:
```
11
Properties=species:S:1:pos:R:3:forces:R:3
C 1.423 1.166 -0.499 -0.9 0.6 -0.4
N -0.062 0.777 -0.340 1.1 -0.3 0.4
C -0.102 -0.433 0.249 0.6 -0.4 0.2
O 0.956 -0.944 0.581 -0.4 -1.1 0.4
C -1.351 -1.144 0.500 -0.5 -0.2 0.1
C -2.266 -1.870 0.788 0.3 0.4 -0.2
H 1.453 2.238 -0.599 0.0 0.3 -0.4
H 1.856 0.647 -1.366 -0.4 0.3 0.1
H 2.112 0.891 0.333 -1.4 0.1 -0.3
H -0.942 1.186 -0.691 1.4 0.1 0.1
H -3.078 -2.515 1.043 0.1 0.1 -0.1
```
Forces are in eV/Å.

## Properties
calculated total energy = -285.329419 a.u.
net charge = 0
gap between HOMO and LUMO = 10.81 eV
energy above the lowest of the compared OMol25 structures with the same formula, charge and spin = 2.3175 eV
HOMO energy = -9.87 eV

These are the Mulliken partial charges, in e, on atoms 1 to 2: -0.70, -0.25

---

The following is a DFT calculation (ωB97M-V/def2-TZVPD) of C4H5NO in the gas phase.

The geometry in XYZ format:
```
11
Properties=species:S:1:pos:R:3:forces:R:3
N -2.127 -0.672 0.669 0.3 0.1 -0.3
C -1.028 -0.376 0.121 -0.2 -0.1 0.2
C 0.175 -1.195 -0.146 0.1 0.2 0.0
C 1.194 -0.349 -0.288 -0.1 -0.1 0.0
C 0.685 1.062 -0.190 0.3 0.0 -0.1
O -0.723 0.924 -0.198 0.0 0.1 0.1
H -2.583 0.234 0.811 -0.4 -0.3 0.1
H 0.206 -2.278 -0.139 -0.1 0.2 0.1
H 2.243 -0.593 -0.399 -0.1 0.0 0.0
H 0.991 1.719 -1.007 0.0 -0.1 0.0
H 0.967 1.524 0.766 0.2 0.0 -0.1
```
Forces are in eV/Å.

## Properties
calculated total energy = -285.382039 a.u.
net charge = 0
gap between HOMO and LUMO = 10.48 eV
energy above the lowest of the compared OMol25 structures with the same formula, charge and spin = 0.8856 eV
HOMO energy = -9.58 eV

These are the Mulliken partial charges, in e, on atoms 1 to 2: -0.74, 0.48

---

The following is a DFT calculation (ωB97M-V/def2-TZVPD) of C4H5NO in the gas phase in a non-equilibrium geometry.

The geometry in XYZ format:
```
11
Properties=species:S:1:pos:R:3:forces:R:3
C -0.856 -0.942 0.772 0.3 -0.3 0.1
C 0.386 -0.063 0.483 0.7 -0.1 -0.1
C 0.488 0.228 -0.965 -0.8 0.1 -0.7
O 0.514 -0.639 -1.804 -0.1 0.8 0.1
C 0.599 1.662 -1.229 -0.1 1.3 -0.7
N 0.531 2.812 -1.300 0.2 -0.8 0.0
H -1.694 -0.330 1.149 0.6 0.0 -0.2
H -1.202 -1.420 -0.151 0.2 0.0 0.3
H -0.670 -1.709 1.519 0.1 -0.1 0.0
H 0.428 0.792 1.164 -0.1 0.1 -0.5
H 1.476 -0.390 0.362 -1.1 -1.0 1.8
```
Forces are in eV/Å.

## Properties
calculated total energy = -285.359456 a.u.
net charge = 0
gap between HOMO and LUMO = 10.71 eV
energy above the lowest of the compared OMol25 structures with the same formula, charge and spin = 1.5002 eV
HOMO energy = -11.03 eV

These are the Mulliken partial charges, in e, on atoms 1 to 2: -1.04, -0.16

---

The following is a DFT calculation (ωB97M-V/def2-TZVPD) of C4H5NO in the gas phase in a non-equilibrium geometry.

The geometry in XYZ format:
```
11
Properties=species:S:1:pos:R:3:forces:R:3
C -1.394 -0.340 0.034 0.1 0.1 -0.1
C 0.023 0.207 -0.135 -0.1 -0.1 0.0
C 1.141 -0.637 0.312 0.2 -0.2 0.3
O 0.921 -0.413 -1.065 -0.2 -0.4 -0.2
C 0.374 1.628 -0.263 0.2 0.9 -0.1
N 0.880 2.636 -0.526 -0.8 -0.9 0.5
H -1.970 -0.351 -0.893 0.2 0.2 0.0
H -1.328 -1.373 0.396 0.1 0.2 -0.2
H -1.970 0.210 0.788 0.3 0.1 -0.2
H 1.990 -0.191 0.825 0.1 0.0 -0.4
H 0.910 -1.669 0.555 0.0 0.1 0.5
```
Forces are in eV/Å.

## Properties
calculated total energy = -285.343230 a.u.
net charge = 0
gap between HOMO and LUMO = 11.78 eV
energy above the lowest of the compared OMol25 structures with the same formula, charge and spin = 1.9417 eV
HOMO energy = -11.02 eV

These are the Mulliken partial charges, in e, on atoms 1 to 2: -1.21, 1.06

---

The following is a DFT calculation (ωB97M-V/def2-TZVPD) of a molecular structure, C4H5NO2 in a non-equilibrium geometry.

The geometry in XYZ format:
```
12
Properties=species:S:1:pos:R:3:forces:R:3
O -2.045 -0.075 1.157 -0.1 0.0 -0.4
C -1.704 -0.174 0.006 -0.7 0.1 0.3
C -0.433 0.390 -0.497 -0.1 -1.2 -0.1
C 0.530 1.046 0.407 0.1 -0.6 -0.3
N 1.665 0.131 0.164 1.3 -0.2 1.2
C 1.310 -1.065 -0.094 0.8 0.7 0.1
O 0.104 -1.414 -0.467 -0.3 2.4 -0.2
H -2.239 -0.761 -0.755 -0.3 0.0 0.2
H -0.320 0.655 -1.550 -0.2 -0.4 0.1
H 0.850 2.073 0.163 -0.4 -0.5 -0.3
H 0.205 1.028 1.460 0.2 -0.2 -0.4
H 2.078 -1.833 0.006 -0.3 -0.2 -0.3
```
Forces are in eV/Å.

## Properties
calculated total energy = -360.560393 a.u.
net charge = 0
gap between HOMO and LUMO = 9.14 eV
energy above the lowest of the compared OMol25 structures with the same formula, charge and spin = 2.9668 eV
HOMO energy = -9.59 eV

These are the Mulliken partial charges, in e, on atoms 1 to 2: -0.48, 0.04

---

The following is a DFT calculation (ωB97M-V/def2-TZVPD) of C4H5NO2 in the gas phase in a non-equilibrium geometry.

The geometry in XYZ format:
```
12
Properties=species:S:1:pos:R:3:forces:R:3
C -2.303 -0.400 0.017 -3.6 -0.6 -1.2
C -0.179 0.460 -0.025 2.9 -3.6 1.0
C 0.956 1.147 0.107 0.7 3.4 -2.0
C 1.948 0.172 -0.055 1.8 -0.8 1.3
H -2.073 -1.278 -0.729 -0.1 2.1 1.3
H -3.355 0.123 -0.327 2.6 -1.7 1.0
H -2.424 -0.874 1.050 0.4 1.0 -1.3
H 1.115 2.268 -0.094 -0.4 -2.1 0.7
H 2.978 0.444 -0.107 0.7 -0.3 0.0
N 1.570 -1.094 0.033 -0.3 3.1 -1.1
O -1.423 0.734 -0.022 -1.9 -0.5 -0.1
O 0.203 -0.896 -0.014 -2.9 -0.1 0.3
```
Forces are in eV/Å.

## Properties
calculated total energy = -360.543306 a.u.
net charge = 0
gap between HOMO and LUMO = 9.94 eV
energy above the lowest of the compared OMol25 structures with the same formula, charge and spin = 3.4317 eV
HOMO energy = -9.11 eV

These are the Mulliken partial charges, in e, on atoms 1 to 2: -0.58, 0.58

---

The following is a DFT calculation (ωB97M-V/def2-TZVPD) of C4H5NO2 in the gas phase in a non-equilibrium geometry.

The geometry in XYZ format:
```
12
Properties=species:S:1:pos:R:3:forces:R:3
C 0.161 -1.532 -0.106 6.1 3.0 4.1
C 0.454 0.103 0.334 0.6 1.2 -3.1
C 0.367 1.125 -0.888 3.3 -1.2 -1.4
C -0.900 0.423 0.859 0.1 0.5 1.6
H 0.218 -1.909 0.971 -0.3 -0.4 -2.0
H -0.678 -1.715 -0.632 -3.0 -0.1 -1.3
H 1.050 -1.752 -0.706 -0.2 -0.6 0.3
H 1.482 0.563 0.900 -3.1 -2.2 -1.0
H 1.172 1.284 -1.757 -2.0 -0.8 2.0
N -0.547 1.979 -0.834 0.0 0.7 0.5
O -1.248 1.816 0.358 -1.2 -3.0 1.3
O -1.530 -0.385 1.501 -0.3 2.9 -0.9
```
Forces are in eV/Å.

## Properties
calculated total energy = -360.514460 a.u.
net charge = 0
gap between HOMO and LUMO = 10.81 eV
energy above the lowest of the compared OMol25 structures with the same formula, charge and spin = 4.2167 eV
HOMO energy = -10.41 eV

These are the Mulliken partial charges, in e, on atoms 1 to 2: -1.05, 0.20

---

The following is a DFT calculation (ωB97M-V/def2-TZVPD) of 2 unconnected molecules or ions with the total composition C4H5NO2 in a non-equilibrium geometry.

The geometry in XYZ format:
```
12
Properties=species:S:1:pos:R:3:forces:R:3
O 0.131 -2.398 -2.395 -0.3 0.6 1.2
C -0.096 -1.907 -1.398 0.3 -0.9 -1.4
C -0.023 -0.199 1.328 0.3 -0.4 0.4
C 1.016 0.688 0.718 0.1 -0.3 0.1
N -0.385 0.960 0.528 -0.2 0.2 -0.6
C -0.988 0.873 -0.737 0.3 -0.2 -0.3
O -0.415 0.898 -1.805 -0.3 0.3 0.8
H -0.279 -0.121 2.379 0.1 0.0 -0.1
H -0.035 -1.210 0.916 -0.5 0.5 0.0
H 1.541 0.275 -0.142 0.0 0.2 0.2
H 1.561 1.367 1.366 -0.1 0.1 -0.3
H -2.091 0.833 -0.658 0.2 -0.1 0.0
```
Forces are in eV/Å.

## Properties
calculated total energy = -360.594881 a.u.
net charge = 0
gap between HOMO and LUMO = 10.94 eV
energy above the lowest of the compared OMol25 structures with the same formula, charge and spin = 2.0283 eV
HOMO energy = -10.00 eV

These are the Mulliken partial charges, in e, on atoms 1 to 2: -0.17, 0.14

---

The following is a DFT calculation (ωB97M-V/def2-TZVPD) of 2 unconnected molecules or ions with the total composition C4H5NO2.

The geometry in XYZ format:
```
12
Properties=species:S:1:pos:R:3:forces:R:3
O 1.883 1.417 2.112 -0.2 -0.4 -0.6
C 1.530 0.801 1.179 0.1 0.1 0.1
N 1.255 0.255 0.136 0.2 0.3 0.5
C 0.444 -0.856 -0.284 -0.1 -0.1 0.0
C -1.016 -0.680 0.058 0.1 -0.1 -0.2
O -1.311 -0.409 1.453 -0.1 0.3 0.0
C -1.549 0.588 0.660 0.1 -0.4 0.2
H -0.255 1.609 -1.735 0.0 0.0 -0.1
H 0.828 -1.789 0.150 -0.1 0.1 -0.1
H 0.524 -0.945 -1.371 0.0 0.0 0.2
H -1.711 -1.380 -0.399 0.1 0.1 0.1
H -0.641 1.605 -2.371 0.0 0.0 0.0
```
Forces are in eV/Å.

## Properties
calculated total energy = -360.498034 a.u.
net charge = 0
gap between HOMO and LUMO = 10.24 eV
energy above the lowest of the compared OMol25 structures with the same formula, charge and spin = 4.6636 eV
HOMO energy = -9.97 eV

These are the Mulliken partial charges, in e, on atoms 1 to 2: -0.45, 0.71

---

The following is a DFT calculation (ωB97M-V/def2-TZVPD) of C4H5NO2 in the gas phase.

The geometry in XYZ format:
```
12
Properties=species:S:1:pos:R:3:forces:R:3
C -0.459 -1.840 -0.714 0.0 -0.3 0.1
O -0.352 -0.528 -1.255 0.0 0.2 0.1
C -0.064 0.469 -0.427 0.0 -0.2 0.0
N 0.320 0.168 0.861 0.1 -0.1 -0.3
O 0.586 1.358 1.478 0.0 0.3 -0.1
C 0.242 2.295 0.516 0.0 0.2 0.0
C -0.170 1.839 -0.699 0.1 -0.2 0.4
H 0.509 -2.216 -0.358 -0.1 0.1 -0.1
H -1.185 -1.858 0.106 0.1 0.0 -0.1
H -0.803 -2.475 -1.530 0.0 0.1 0.1
H 0.336 3.295 0.929 0.0 -0.1 -0.1
H 1.039 -0.508 1.093 -0.2 -0.1 0.0
```
Forces are in eV/Å.

## Properties
calculated total energy = -360.491627 a.u.
net charge = 0
gap between HOMO and LUMO = 8.68 eV
energy above the lowest of the compared OMol25 structures with the same formula, charge and spin = 4.8380 eV
HOMO energy = -8.23 eV

These are the Mulliken partial charges, in e, on atoms 1 to 2: -0.69, -0.29